Entry 1:
DFT (ωB97M-V/def2-TZVPD) results for 9 unconnected molecules or ions with the total composition C22H37Br16NO3 in a non-equilibrium geometry.

```
79
Properties=species:S:1:pos:R:3:mulliken_charge:R:1
O -1.2388 0.6820 -0.2309 -0.518
C -1.8853 -0.3045 -0.4264 0.690
O -3.0635 -0.5327 0.1058 -0.477
O -1.5386 -1.2865 -1.2354 -0.457
C -0.1820 -1.6326 -1.2148 0.724
C 0.3197 -2.3821 -0.2035 -0.382
C 1.6430 -2.6872 -0.2766 -0.406
C 2.4172 -2.2518 -1.3101 -0.580
N 1.9108 -1.5233 -2.2968 -0.594
C 0.6323 -1.2247 -2.2104 -0.724
H -3.0601 -0.0559 0.9464 0.353
H -0.2908 -2.7079 0.6099 0.547
H 2.0786 -3.2828 0.4910 0.397
H 3.4752 -2.5165 -1.3806 0.468
H 0.2054 -0.6386 -3.0085 0.649
Br -0.5416 -1.2060 -5.0777 0.016
C -0.1224 -2.5109 -6.4592 -0.397
C -0.9216 -3.7684 -6.2684 -0.536
Br -0.2269 -4.8411 -4.8006 -0.146
H 0.9483 -2.6740 -6.4167 0.427
H -0.3805 -2.0363 -7.4040 0.144
H -0.8510 -4.3991 -7.1505 0.376
H -1.9634 -3.5675 -6.0466 0.303
Br -5.0070 5.4401 0.8939 -0.087
C -3.0692 5.3300 1.0021 -0.598
C -2.6114 4.0036 1.5443 -0.591
Br -2.8673 3.8946 3.4703 -0.109
H -2.7381 6.1640 1.6103 0.377
H -2.7165 5.4623 -0.0178 0.371
H -1.5421 3.8783 1.3890 0.341
H -3.1398 3.1624 1.1102 0.337
Br 4.3121 0.3589 2.4567 -0.104
C 2.8563 1.6063 2.7551 -0.610
C 2.2694 1.5019 4.1313 -0.479
Br 1.1327 -0.0811 4.2873 -0.145
H 2.1254 1.4082 1.9866 0.332
H 3.2907 2.5905 2.5985 0.364
H 1.6171 2.3491 4.3206 0.227
H 3.0116 1.4339 4.9184 0.383
Br -6.0237 5.2087 -2.8958 -0.132
C -7.9624 5.2967 -2.8068 -0.554
C -8.4510 5.9153 -1.5252 -0.599
Br -8.3310 4.6959 -0.0124 -0.152
H -8.3273 4.2857 -2.9464 0.371
H -8.2560 5.9106 -3.6540 0.336
H -9.5079 6.1532 -1.6117 0.343
H -7.8992 6.8071 -1.2508 0.368
Br 7.9345 -4.8210 0.2420 -0.155
C 7.8888 -2.9326 0.7038 -0.604
C 6.6550 -2.5824 1.4903 -0.195
Br 5.0700 -2.4896 0.3617 -0.053
H 7.9676 -2.3815 -0.2262 0.394
H 8.7787 -2.7616 1.3037 0.381
H 6.7548 -1.5906 1.9263 0.317
H 6.4421 -3.3009 2.2743 0.018
Br 8.3149 -8.0295 3.4400 -0.127
C 6.4506 -7.8244 3.9443 -0.600
C 5.9161 -6.4777 3.5342 -0.469
Br 6.5412 -5.0535 4.7027 -0.150
H 6.3911 -7.9991 5.0122 0.382
H 5.9185 -8.6120 3.4175 0.351
H 4.8323 -6.4600 3.6144 0.394
H 6.2118 -6.2043 2.5266 0.211
Br -0.5336 2.4768 6.1239 -0.043
C -1.6059 3.7494 7.1310 -0.621
C -1.6559 3.3989 8.5927 -0.585
Br -2.8446 1.9001 8.9348 -0.138
H -2.5874 3.7663 6.6703 0.329
H -1.1222 4.7121 6.9879 0.378
H -2.0634 4.2279 9.1652 0.358
H -0.6846 3.1261 8.9886 0.368
Br -1.9196 0.1273 -9.4524 -0.156
C -3.0991 1.2093 -8.3427 -0.563
C -3.0487 0.7800 -6.9037 -0.473
Br -4.0355 -0.8651 -6.6108 -0.111
H -4.0919 1.1308 -8.7699 0.391
H -2.7375 2.2288 -8.4470 0.352
H -3.5290 1.5200 -6.2704 0.361
H -2.0385 0.6042 -6.5542 0.190
```

## Properties
Spin multiplicity: 1
LUMO (eV): 0.240
Energy (a.u.): -42325.18945
HOMO energy (eV): -9.479
SMILES string: O=C(O)Oc1cccnc1.BrCCBr.BrCCBr.BrCCBr.BrCCBr.BrCCBr.BrCCBr.BrCCBr.BrCCBr
Maximum force (eV/A): 1.60

=====

Entry 2:
DFT (ωB97M-V/def2-TZVPD) results for a molecular structure, C22H37BrN6O5SiV in a non-equilibrium geometry.

```
73
Properties=species:S:1:pos:R:3:mulliken_charge:R:1
V 1.1275 -0.0368 0.0627 0.784
Br 2.7220 -0.3355 3.5382 0.029
C 3.2325 -1.2644 1.9510 0.140
C 4.3130 -2.0972 2.0952 -0.544
C 4.8249 -2.8430 1.0391 -0.512
C 4.2059 -2.8309 -0.1846 -0.729
C 3.2265 -1.8458 -0.3520 0.943
N 2.7027 -1.1543 0.7294 0.343
C 2.6186 -1.6451 -1.7261 -0.088
O 2.3510 -2.6538 -2.3663 -0.601
O 2.3895 -0.4381 -2.0898 -0.576
H 4.7290 -2.1889 3.0935 0.459
H 5.7120 -3.3892 1.2234 0.507
H 4.4541 -3.5049 -1.0267 0.503
O -0.6860 1.4264 3.8924 -0.751
C -0.5543 0.5206 3.0378 0.021
O 0.2788 0.5669 2.0225 -0.181
C -1.5660 -0.6308 3.3604 -0.108
N -2.2896 -0.5092 4.7295 -0.017
C -1.7562 -1.5689 5.6942 -0.649
C -0.5984 -2.1775 4.8820 -0.631
C -0.8746 -1.9472 3.4087 -0.468
H -2.3515 -0.5938 2.5814 0.200
H -3.3124 -0.6585 4.5960 0.408
H -2.0957 0.4867 4.9848 0.403
H -2.5793 -2.2631 5.9362 0.308
H -1.4563 -1.0450 6.6080 0.346
H -0.4811 -3.2387 5.1213 0.507
H 0.3260 -1.7011 5.2119 0.165
H -1.6146 -2.7023 3.1518 0.340
H -0.0901 -2.0280 2.6341 0.156
C -3.5534 -2.4217 -0.0464 -1.333
C -2.0856 -2.4294 -0.5388 0.801
C -1.8874 -3.3290 -1.7879 -1.338
O -1.1846 -1.8063 0.0039 -0.406
H -4.2282 -2.5714 -0.8805 0.419
H -3.7389 -1.4893 0.5049 0.309
H -3.7176 -3.2512 0.6532 0.362
H -2.2565 -4.3368 -1.5246 0.420
H -0.8473 -3.3039 -2.0837 0.298
H -2.5740 -3.0193 -2.5991 0.360
C 3.9744 2.4347 -0.1867 -1.208
Si 2.0812 2.3833 0.1798 1.052
C 1.3341 3.4996 -1.1727 -1.182
C 1.7354 3.2899 1.8335 -1.098
H 4.2979 3.4619 -0.2800 0.428
H 4.1607 1.9338 -1.1328 0.331
H 4.5553 1.9472 0.5771 0.364
H 1.8731 4.4659 -1.2413 0.536
H 0.2769 3.6905 -1.0255 0.287
H 1.4444 3.0008 -2.1267 0.254
H 2.0414 4.3140 1.7447 0.468
H 2.2799 2.8274 2.6510 0.299
H 0.6867 3.2388 2.0882 0.302
C -0.6364 1.6757 -5.2900 -1.325
C -2.0342 2.0222 -4.7904 0.922
C -2.1515 3.4354 -4.1918 -1.306
C -2.6517 0.8612 -3.9516 -1.255
N -2.0411 0.6837 -2.6168 0.845
C -0.7616 0.4143 -2.2307 -1.016
N -0.5851 0.8584 -0.9618 0.952
N -1.7412 1.4656 -0.6024 -0.424
N -2.6803 1.2801 -1.5586 -0.566
H -0.3654 2.4010 -6.0603 0.449
H -0.6329 0.6870 -5.7752 0.380
H 0.1487 1.7212 -4.5355 0.156
H -2.6915 2.0512 -5.6854 0.275
H -1.5533 3.5638 -3.2894 0.113
H -3.1747 3.7094 -3.9251 0.381
H -1.7789 4.1606 -4.9066 0.439
H -2.5032 -0.1208 -4.4384 0.427
H -3.7242 0.9857 -3.7907 0.395
H -0.0176 -0.0937 -2.8491 0.726
```

## Properties
Spin multiplicity: 2
LUMO (spin up / spin down) (eV): -8.037 / -7.294
Energy (a.u.): -5372.16798
Net charge: +2
HOMO energy (spin up / spin down) (eV): -14.792 / -14.793
Maximum force (eV/A): 4.09

=====

Entry 3:
DFT (ωB97M-V/def2-TZVPD) results for a molecular structure, C22H37BrNPSn in a non-equilibrium geometry.

```
63
Properties=species:S:1:pos:R:3:mulliken_charge:R:1
C -0.9997 -1.3589 -4.4767 -0.130
C -1.3787 -2.5091 -3.7711 -1.236
C -2.4577 -2.1349 -2.8470 -0.368
H -1.0013 -3.5168 -3.8998 0.475
C -2.6703 -0.6960 -3.0437 -0.933
C -1.7803 -0.2576 -4.0324 -0.330
H -1.7183 0.7511 -4.4583 0.350
H -0.3028 -1.3172 -5.3252 0.401
H -3.2107 -2.8187 -2.4534 0.686
H -3.3736 -0.0983 -2.4731 0.395
Sn -0.7878 -1.7755 -1.2673 0.405
Br 1.3404 -3.1033 -1.8201 -0.606
C 3.0107 1.0479 -2.8471 -0.574
C 1.9651 1.7103 -3.5703 -0.691
C 1.6634 0.9046 -4.7111 -0.584
H 1.5916 2.7055 -3.3934 0.403
C 2.4993 -0.2408 -4.6878 -0.591
C 3.2899 -0.1758 -3.5117 -0.460
H 3.8903 -0.9804 -3.1159 0.410
H 3.3826 1.3615 -1.8713 0.401
H 0.8359 1.1027 -5.4091 0.444
H 2.5069 -1.0293 -5.4437 0.362
C -2.6072 -1.2168 1.2244 -1.407
C -1.2851 -1.1384 2.0314 2.345
C -1.6605 -0.7797 3.4706 -2.064
C -0.5768 -2.5095 2.0671 -1.571
P -0.1248 0.1598 1.2847 0.342
N -0.1306 -0.0934 -0.3065 -0.093
C -0.8005 1.8888 1.4803 1.962
C -0.5886 2.4260 2.9053 -1.771
C -0.1142 2.8143 0.4592 -2.012
C -2.3020 1.9084 1.1638 -1.878
C 1.6309 0.0746 1.9621 2.337
C 1.6307 -0.1482 3.4876 -1.966
C 2.4176 -1.0564 1.2867 -1.719
C 2.4056 1.3676 1.6573 -1.970
H -3.0031 -2.2404 1.2296 0.390
H -2.5069 -0.8910 0.1763 -0.077
H -3.3539 -0.5399 1.6547 0.333
H -2.2882 -1.6063 3.8387 0.576
H -0.7849 -0.7094 4.1231 0.250
H -2.2550 0.1381 3.5179 0.307
H -0.1274 -2.8122 1.1131 0.075
H 0.2098 -2.5294 2.8310 0.259
H -1.3209 -3.2680 2.3482 0.590
H 0.4647 2.5831 3.1596 0.201
H -1.1150 3.3915 2.9577 0.524
H -1.0338 1.7747 3.6641 0.250
H -0.0055 2.3151 -0.5100 0.472
H -0.7527 3.6981 0.3406 0.523
H 0.8665 3.1642 0.7931 0.310
H -2.5110 1.4910 0.1716 0.171
H -2.8961 1.3749 1.9113 0.208
H -2.6156 2.9635 1.1690 0.683
H 1.2807 -1.1469 3.7741 0.293
H 2.6692 -0.0581 3.8429 0.513
H 1.0542 0.6163 4.0215 0.262
H 2.3923 -0.9665 0.1943 0.226
H 3.4650 -0.9906 1.6153 0.508
H 2.0697 -2.0535 1.5646 0.311
H 2.3860 1.6071 0.5886 0.159
H 2.0627 2.2243 2.2437 0.314
H 3.4599 1.2022 1.9209 0.610
```

## Properties
Spin multiplicity: 1
LUMO (eV): 4.233
Energy (a.u.): -4044.78489
Net charge: -2
HOMO energy (eV): 0.606
Maximum force (eV/A): 5.56

=====

Entry 4:
DFT (ωB97M-V/def2-TZVPD) results for a molecular structure, C22H37ClNO2P3Tc in a non-equilibrium geometry.

```
67
Properties=species:S:1:pos:R:3:mulliken_charge:R:1
P -2.0911 -1.3531 1.0617 0.988
C -1.6399 -2.8542 2.0017 -1.035
H -2.5868 -3.2873 2.3516 0.575
H -1.0105 -2.6044 2.8632 0.270
H -1.1128 -3.5781 1.3694 0.331
C -2.9402 -0.4056 2.3614 -1.169
H -3.4892 0.4262 1.9039 0.466
H -2.1953 -0.0324 3.0727 0.206
H -3.6304 -1.1248 2.8418 0.558
C -3.4017 -2.0116 -0.0145 -1.097
H -4.1990 -2.3829 0.6415 0.517
H -2.9884 -2.8204 -0.6400 0.412
H -3.7752 -1.2076 -0.6595 0.289
P 0.1647 -0.4817 -3.0163 1.228
C 1.1025 -1.9666 -3.5636 -1.137
H 1.2279 -1.8932 -4.6570 0.533
H 0.5527 -2.8889 -3.3288 0.448
H 2.0952 -2.0086 -3.0922 0.367
C -1.3561 -0.7482 -3.9563 -1.242
H -1.9396 0.1744 -4.0182 0.409
H -1.9477 -1.5257 -3.4552 0.351
H -1.0705 -1.0754 -4.9690 0.539
C 1.1196 0.8261 -3.8378 -1.297
H 1.0646 0.6485 -4.9197 0.498
H 2.1666 0.7986 -3.4997 0.412
H 0.7002 1.8115 -3.5992 0.318
P 1.7737 1.8614 0.7882 1.022
C 3.4105 1.2508 1.3126 -1.133
H 3.8600 2.0519 1.9154 0.516
H 4.0491 1.0320 0.4502 0.459
H 3.3112 0.3462 1.9230 0.246
C 2.2624 3.3163 -0.1858 -1.208
H 3.0375 3.8378 0.4006 0.566
H 1.3922 3.9549 -0.3494 0.399
H 2.6648 2.9582 -1.1411 0.349
C 1.1732 2.5622 2.3611 -1.446
H 1.8196 3.4289 2.5757 0.603
H 1.2549 1.8047 3.1530 0.383
H 0.1284 2.8659 2.2369 0.290
Tc -0.1089 0.0486 -0.8068 0.821
C -0.1935 -1.8830 -0.6948 -0.380
O -0.1335 -3.0313 -0.8345 -0.219
C 1.8128 -0.2320 -0.8781 -0.254
O 2.9045 -0.5239 -1.1350 -0.254
C -0.6156 2.7036 -1.4157 -0.456
C -0.9550 2.8060 -0.0610 -0.911
C -1.9671 2.0007 0.4583 -0.306
C -2.7538 1.2095 -0.3870 -1.305
C -2.4295 1.1264 -1.7444 -0.440
C -1.3992 1.9226 -2.2764 -1.722
H -0.0034 3.5043 -1.8699 0.620
H -0.6004 3.6850 0.5282 1.042
H -2.3719 2.2646 1.4506 0.628
H -3.7668 0.8678 -0.0637 1.003
H -3.1946 0.7265 -2.4369 0.675
H -1.3787 2.1375 -3.3707 0.836
Cl 3.5987 -3.9319 2.5863 0.130
C 2.4582 -2.6238 2.6319 -0.398
C 2.0603 -2.0965 3.8629 -0.495
C 1.1273 -1.0412 3.8415 -1.000
C 0.6397 -0.6190 2.5964 -1.382
N 1.0410 -1.1155 1.4075 1.776
C 1.9113 -2.1193 1.4212 -0.497
H 2.4803 -2.5042 4.7907 0.575
H 0.7587 -0.5509 4.7508 0.577
H -0.1189 0.1519 2.4675 0.931
H 2.2410 -2.5881 0.4990 0.622
```

## Properties
Spin multiplicity: 4
LUMO (spin up / spin down) (eV): -12.983 / -16.905
Energy (a.u.): -2629.09219
Net charge: +4
HOMO energy (spin up / spin down) (eV): -20.363 / -19.766
Maximum force (eV/A): 3.12

=====

Which of these has the highest maximum force? C22H37BrNPSn